*a*
The following is a quantum chemistry calculation of 2 unconnected molecules or ions with the total composition C2H7S3, from the OMol25 dataset.

Each atom is followed by the atoms it is bonded to, with distances in Å.
Element x y z (Å)
1 S -2.739 -0.016 1.003  C4 1.859, H8 1.350
2 S 0.960 0.545 -0.701  S3 2.089, C5 1.899
3 S 2.049 0.349 1.070  S2 2.089
4 C -2.531 -1.039 -0.535  S1 1.859, H10 1.084, H11 1.092, H12 1.085
5 C 2.084 -0.450 -1.865  S2 1.899, H6 1.087, H7 1.086, H9 1.078
6 H 2.373 -1.193 -1.126  C5 1.087
7 H 1.641 -0.737 -2.813  C5 1.086
8 H -1.406 0.134 1.157  S1 1.350
9 H 2.899 0.244 -1.995  C5 1.078
10 H -3.036 -0.557 -1.364  C4 1.084
11 H -1.465 -0.883 -0.709  C4 1.092
12 H -2.905 -2.052 -0.434  C4 1.085

Computed properties:
LUMO energy, eV: 3.4
Frontier orbital gap, eV: 5.72
Net charge: -1

Atomic partial charges in e from the Löwdin method, atoms 1 to 6:
1 S 0.550
2 S 0.031
3 S -0.345
4 C -0.475
5 C -0.489
6 H -0.039


*b*
The following is a quantum chemistry calculation of 2 unconnected molecules or ions with the total composition C2H7S3, from the OMol25 dataset.

Each atom is followed by the atoms it is bonded to, with distances in Å.
Element x y z (Å)
1 S 0.298 1.895 0.481  C5 1.776
2 S 1.582 -1.245 0.440  S3 2.072, H10 1.445
3 S 0.094 -2.415 -0.404  S2 2.072, H8 1.341
4 C -1.954 2.076 -1.118  C5 1.532, H6 1.092, H9 1.096, H11 1.093
5 C -1.378 1.418 0.139  S1 1.776, C4 1.532, H7 1.101, H12 1.096
6 H -1.233 1.902 -1.920  C4 1.092
7 H -2.036 1.590 1.005  C5 1.101
8 H -0.300 -3.045 0.712  S3 1.341
9 H -2.933 1.658 -1.381  C4 1.096
10 H 0.984 0.070 0.407  S2 1.445
11 H -2.036 3.160 -1.012  C4 1.093
12 H -1.453 0.335 -0.011  C5 1.096

Computed properties:
LUMO energy, eV: 3.2
Frontier orbital gap, eV: 6.14
Net charge: -1

Atomic partial charges in e from the Löwdin method, atoms 1 to 6:
1 S 0.272
2 S 0.067
3 S 0.121
4 C -0.236
5 C -0.820
6 H 0.044


Least stable of them? *a*.